Here is a structure of composition C28H18Cl5N8O3Ti from OMol25. Energies are from ωB97M-V with the def2-TZVPD basis set.

```
63
Properties=species:S:1:pos:R:3:forces:R:3:mulliken_charge:R:1
Ti 0.212 0.497 -0.547 0.01 0.11 -0.19 -0.69
O 1.194 1.209 -1.937 -0.21 -0.18 0.32 -0.42
C 1.724 0.869 -3.113 0.15 0.00 -0.23 0.63
C 2.337 1.843 -3.899 -0.02 0.02 0.10 -0.75
C 2.905 1.495 -5.109 0.00 -0.04 -0.03 -0.51
C 2.885 0.175 -5.559 0.01 0.03 0.00 -0.77
C 2.287 -0.792 -4.785 -0.02 -0.02 0.03 -0.93
C 1.692 -0.463 -3.558 0.01 0.13 0.03 0.73
C 1.072 -1.491 -2.771 -0.05 -0.06 0.04 -0.26
N 0.424 -1.270 -1.681 0.14 0.04 -0.19 1.38
N -0.079 -2.394 -1.041 -0.14 -0.12 0.14 -1.14
C -0.874 -2.005 -0.097 0.05 0.01 -0.12 0.47
O -1.140 -0.715 0.053 0.15 0.13 0.08 -0.58
C -1.487 -2.955 0.839 0.00 -0.09 0.00 0.46
C -2.388 -2.505 1.800 0.02 0.04 -0.03 -0.15
C -2.933 -3.401 2.705 -0.02 -0.02 0.03 -0.82
C -2.580 -4.741 2.655 0.00 0.00 0.00 -0.39
C -1.679 -5.193 1.697 -0.01 0.02 0.01 -0.71
C -1.131 -4.304 0.790 0.00 0.00 -0.01 -0.40
H 2.357 2.863 -3.539 0.00 0.00 0.00 0.49
H 3.375 2.261 -5.712 0.00 0.00 0.00 0.42
H 3.338 -0.086 -6.505 0.00 0.00 0.00 0.42
H 2.266 -1.824 -5.115 0.00 -0.01 0.00 0.45
H 1.142 -2.523 -3.107 -0.01 0.00 0.01 0.38
H -2.651 -1.457 1.834 0.00 0.00 0.00 0.39
H -3.633 -3.053 3.453 0.00 0.00 0.00 0.42
H -3.006 -5.438 3.365 0.00 0.00 0.00 0.43
H -1.405 -6.238 1.662 0.00 0.00 0.00 0.42
H -0.425 -4.636 0.043 0.00 -0.01 0.00 0.46
Cl 3.011 -3.366 5.244 0.00 0.00 0.01 -0.17
C 2.551 -2.394 3.912 0.03 -0.02 -0.05 0.33
C 3.282 -2.448 2.722 -0.04 0.00 0.07 0.14
Cl 4.638 -3.483 2.588 0.03 -0.02 0.00 -0.17
C 2.900 -1.665 1.642 -0.12 0.11 -0.07 0.58
Cl 3.748 -1.711 0.148 0.05 -0.03 -0.01 -0.16
C 1.790 -0.818 1.731 0.03 -0.36 0.12 -1.56
O 1.435 -0.118 0.654 -0.07 0.48 -0.08 0.48
C 1.074 -0.761 2.926 0.03 0.03 -0.12 0.97
Cl -0.280 0.297 3.033 -0.02 0.02 0.08 -0.15
C 1.448 -1.548 4.012 0.00 0.01 -0.01 0.12
Cl 0.543 -1.477 5.465 -0.01 0.00 0.02 -0.18
N 2.102 2.537 1.539 -0.01 0.00 -0.04 -0.19
C 0.849 2.978 1.458 -0.08 0.05 0.03 0.21
N 0.486 3.947 2.289 -0.02 0.00 0.04 -0.77
C -0.760 4.392 2.165 0.13 0.04 -0.09 0.33
N -1.185 5.324 3.014 -0.03 -0.01 0.03 -0.33
N -1.636 3.991 1.205 0.10 0.08 -0.04 -0.69
C -1.179 3.050 0.430 -0.26 -0.07 0.03 0.13
N 0.014 2.438 0.521 0.16 -0.20 -0.02 0.56
C -2.051 2.574 -0.673 -0.07 -0.01 -0.04 0.64
C -3.244 3.191 -1.001 0.03 0.02 0.02 -0.72
C -3.975 2.683 -2.063 0.01 -0.03 -0.02 -0.47
C -3.497 1.578 -2.750 0.01 0.02 0.02 -0.98
C -2.301 1.012 -2.348 -0.01 0.00 -0.03 -0.14
N -1.593 1.509 -1.335 0.11 -0.09 0.10 0.87
H 2.697 2.940 2.242 0.00 -0.01 0.00 0.27
H 2.428 1.780 0.963 0.02 0.00 0.02 0.12
H -0.566 5.663 3.729 0.00 0.00 0.00 0.26
H -2.113 5.697 2.920 0.00 -0.01 0.00 0.24
H -3.571 4.046 -0.429 0.00 0.00 0.01 0.56
H -4.910 3.143 -2.352 0.00 0.01 0.01 0.45
H -4.041 1.154 -3.582 0.00 0.00 0.00 0.45
H -1.894 0.137 -2.841 0.00 0.00 0.01 0.51
```
Positions in Å, forces in eV/Å.

Output
* DFT total energy: -4892.0974 Ha
* charge: +1
* energy relative to the best compared isomer or geometry (same formula, charge and spin): 0.0000 eV



Here is a structure of composition C28H19Cl2F5N7O6PmS from OMol25. Energies are from ωB97M-V with the def2-TZVPD basis set.

```
69
Properties=species:S:1:pos:R:3:forces:R:3:mulliken_charge:R:1
Pm 1.015 -0.707 0.523 -0.64 -1.28 -0.70 0.65
Cl -2.312 -7.107 -0.444 0.00 -0.09 -0.04 -0.27
C -2.056 -5.454 0.044 -0.03 0.13 0.14 0.04
C -1.038 -4.732 -0.558 -0.02 0.00 0.04 -0.54
C -0.777 -3.404 -0.215 -0.18 -0.16 -0.04 -0.19
N 0.207 -2.617 -0.844 -0.09 -0.04 0.02 -0.07
C 0.751 -3.009 -2.002 -0.05 0.12 0.01 0.30
O 0.668 -4.082 -2.616 -0.10 0.02 0.02 -0.77
C 1.556 -1.939 -2.711 0.20 -0.14 -0.17 0.38
C 1.455 -1.879 -4.100 -0.05 0.02 -0.04 -0.94
C 2.215 -0.957 -4.792 -0.04 -0.03 0.14 -0.34
C 3.108 -0.170 -4.078 0.04 -0.05 -0.08 -0.94
C 3.165 -0.321 -2.706 0.18 0.10 0.03 -0.31
N 2.384 -1.157 -2.018 -0.35 -0.16 -0.18 0.34
C -1.577 -2.786 0.798 -0.11 -0.27 -0.08 0.02
C -2.603 -3.543 1.377 0.00 0.10 -0.01 -0.78
C -2.840 -4.857 1.010 0.17 -0.05 -0.13 0.10
Cl -4.127 -5.733 1.787 -0.11 -0.02 0.08 -0.27
N -1.248 -1.495 1.190 0.23 0.17 -0.04 -0.01
C -2.023 -0.784 2.028 0.18 -0.07 -0.16 0.24
O -3.177 -1.005 2.404 -0.03 -0.02 0.12 -0.82
C -1.320 0.437 2.592 -0.16 0.08 0.06 0.24
C -1.815 1.021 3.747 -0.07 0.01 0.01 -0.44
C -1.135 2.089 4.307 0.04 -0.02 -0.13 -0.68
C 0.006 2.555 3.680 -0.06 0.05 0.04 -0.91
C 0.414 1.936 2.513 -0.05 0.19 -0.06 -0.37
N -0.224 0.897 1.981 -0.08 0.07 0.51 0.85
H -0.451 -5.203 -1.325 0.04 0.01 0.01 0.71
H 0.781 -2.564 -4.593 0.00 0.01 0.00 0.46
H 2.118 -0.858 -5.866 0.03 0.00 -0.01 0.40
H 3.738 0.559 -4.569 0.01 0.01 0.05 0.41
H 3.856 0.284 -2.130 -0.07 0.03 0.04 0.61
H -3.236 -3.083 2.117 0.01 0.02 0.02 0.68
H -2.716 0.615 4.184 -0.01 -0.01 -0.05 0.52
H -1.498 2.553 5.216 0.02 0.00 0.02 0.41
H 0.578 3.380 4.078 -0.01 0.01 -0.03 0.46
H 1.281 2.296 1.971 0.05 -0.07 0.02 0.51
N -0.194 1.155 -0.960 0.45 0.31 0.16 0.20
N 0.932 1.636 -1.695 0.12 0.13 0.00 -0.01
C 2.175 1.759 -1.021 -0.34 0.54 -0.69 0.33
O 3.005 2.506 -1.532 0.02 -0.14 0.19 -0.80
O 2.340 1.004 0.005 0.38 0.67 0.04 -0.10
H -0.911 0.918 -1.633 0.02 -0.25 -0.08 0.22
H -0.566 1.944 -0.402 0.02 -0.18 -0.09 -0.45
H 0.743 2.462 -2.245 -0.01 0.17 0.10 0.22
N 3.433 -1.945 0.549 0.27 0.22 0.24 -0.15
C 4.262 -1.808 1.758 -0.09 0.03 0.05 -0.79
C 3.971 -0.499 2.484 -0.37 -0.18 0.05 -0.36
C 2.572 -0.491 3.153 0.84 0.09 0.51 0.63
O 2.425 0.198 4.157 -0.12 -0.07 -0.08 -0.73
O 1.688 -1.236 2.597 -0.06 0.07 0.54 -0.53
H 3.456 -2.896 0.207 -0.06 -0.01 -0.16 0.20
H 3.798 -1.343 -0.179 0.00 -0.08 -0.15 0.07
H 5.331 -1.868 1.516 -0.01 -0.03 0.04 0.36
H 4.023 -2.637 2.427 0.01 -0.03 -0.04 0.34
H 4.010 0.342 1.786 0.04 0.00 -0.02 0.02
H 4.709 -0.321 3.266 0.02 0.03 -0.01 0.45
F -6.111 4.550 -2.691 -0.08 -0.02 -0.05 -0.34
C -4.937 4.430 -2.041 0.09 0.00 0.07 0.69
C -4.902 4.319 -0.662 0.01 0.01 -0.14 0.03
F -6.059 4.314 0.020 -0.11 0.02 0.09 -0.32
C -3.696 4.224 -0.001 0.32 0.04 -0.24 0.20
F -3.730 4.136 1.331 -0.10 0.00 0.17 -0.34
C -2.450 4.237 -0.662 -0.57 0.03 -0.30 0.09
S -0.960 4.180 0.173 0.44 0.02 0.24 -0.44
C -2.545 4.318 -2.064 -0.01 -0.07 0.39 0.30
F -1.425 4.297 -2.803 0.07 0.03 -0.14 -0.37
C -3.744 4.422 -2.738 -0.10 0.00 0.00 0.02
F -3.768 4.520 -4.080 0.01 0.00 -0.08 -0.33
```
Positions in Å, forces in eV/Å.

Output
* DFT total energy: -4339.7887 Ha
* multiplicity: 5
* charge: -2
* energy relative to the best compared isomer or geometry (same formula, charge and spin): 0.0000 eV



Here is a structure of composition C28H19Cl2IIrPS3 from OMol25. Energies are from ωB97M-V with the def2-TZVPD basis set.

```
55
Properties=species:S:1:pos:R:3:forces:R:3:mulliken_charge:R:1
Ir 0.210 1.354 -0.376 -0.62 0.97 -0.08 1.12
I 2.987 1.662 -0.277 0.45 0.01 0.99 -0.07
C 2.820 1.710 1.889 0.43 0.04 -0.67 0.23
C 3.994 1.807 2.580 -0.15 -0.05 -0.54 -0.66
C 3.963 1.856 3.979 -0.16 0.00 0.29 -0.55
C 2.767 1.816 4.635 0.22 0.03 -0.03 -0.87
C 1.550 1.754 3.928 -0.02 0.01 -0.35 1.05
C 0.316 1.804 4.607 -0.27 0.00 0.04 -0.79
C -0.858 1.850 3.912 0.19 -0.01 0.25 -0.91
C -0.852 1.773 2.510 0.16 -0.02 -0.38 -0.32
C 0.319 1.655 1.798 -0.20 -0.14 -0.66 -0.59
C 1.551 1.691 2.500 -0.16 0.00 0.08 0.58
H 4.933 1.854 2.052 0.11 -0.01 -0.01 0.38
H 4.890 1.943 4.521 0.13 -0.03 0.11 0.39
H 2.728 1.862 5.712 0.03 0.01 0.14 0.37
H 0.325 1.819 5.689 -0.02 0.06 0.07 0.36
H -1.802 1.934 4.430 -0.05 -0.02 0.08 0.39
H -1.811 1.800 2.006 0.00 -0.09 -0.11 0.32
Cl -2.372 1.617 -0.918 -0.51 -0.41 -0.08 -0.10
C -2.702 3.310 -0.818 0.02 0.68 0.09 0.65
C -4.019 3.719 -0.717 -0.07 -0.10 -0.01 -0.64
C -4.311 5.071 -0.644 0.07 -0.10 0.01 -0.40
C -3.291 6.008 -0.643 0.05 -0.03 0.00 -0.62
C -1.977 5.590 -0.729 -0.13 -0.35 -0.02 0.27
Cl -0.713 6.758 -0.691 0.02 0.27 -0.02 -0.21
C -1.644 4.228 -0.842 -0.12 -0.16 -0.09 -0.09
S 0.010 3.769 -1.045 0.78 -1.27 0.30 -0.23
H -4.806 2.980 -0.698 -0.05 -0.03 -0.01 0.41
H -5.337 5.393 -0.580 -0.13 0.04 0.02 0.37
H -3.504 7.063 -0.578 -0.03 0.09 0.03 0.42
S -0.438 -1.316 0.651 0.19 -0.10 -0.40 -0.37
P 0.028 -1.878 -1.209 -0.16 -0.68 0.62 1.00
S 0.340 -0.263 -2.382 -0.02 0.88 0.26 -0.48
C -1.249 -2.946 -1.968 0.31 0.39 0.11 0.05
C -1.951 -3.845 -1.175 0.11 0.06 0.06 -0.10
C -2.872 -4.696 -1.757 -0.04 -0.09 0.04 -0.67
C -3.091 -4.651 -3.125 -0.07 0.02 -0.02 -0.39
C -2.390 -3.754 -3.915 -0.04 -0.06 -0.12 -0.69
C -1.467 -2.900 -3.340 0.09 0.02 0.08 -0.24
C 1.537 -2.907 -1.270 -0.41 0.36 -0.01 0.49
C 1.574 -4.143 -1.900 -0.13 0.12 0.04 -0.40
C 2.778 -4.818 -1.999 0.12 -0.13 -0.02 -0.65
C 3.936 -4.263 -1.482 -0.04 -0.13 -0.02 -0.45
C 3.893 -3.037 -0.837 0.03 0.06 0.06 -0.67
C 2.693 -2.362 -0.725 0.03 0.04 0.05 -0.22
H -1.765 -3.875 -0.109 -0.04 0.03 0.05 0.35
H -3.420 -5.398 -1.144 -0.04 -0.03 0.04 0.39
H -3.818 -5.310 -3.575 -0.06 -0.08 -0.05 0.39
H -2.561 -3.722 -4.981 -0.02 0.01 -0.06 0.39
H -0.906 -2.203 -3.948 -0.03 0.05 -0.05 0.31
H 0.670 -4.574 -2.306 0.00 -0.03 -0.06 0.27
H 2.807 -5.781 -2.485 0.03 -0.11 -0.06 0.40
H 4.870 -4.794 -1.573 0.12 -0.05 -0.01 0.37
H 4.794 -2.610 -0.422 0.07 0.04 0.04 0.41
H 2.644 -1.407 -0.216 0.02 0.01 0.00 0.25
```
Positions in Å, forces in eV/Å.

Output
* DFT total energy: -3936.6787 Ha
* multiplicity: 5